The following is a DFT calculation (ωB97M-V with the def2-TZVPD basis set) of C4H10N2O in the gas phase.

XYZ file:
```
17
Properties=species:S:1:pos:R:3
N 2.55816 -0.91484 0.50521
C 1.11953 -0.72242 0.93866
C 0.26130 -0.25689 -0.38707
C -0.93235 0.53076 -0.21519
N -2.07963 0.07390 0.56138
C -1.46450 1.21490 -1.56842
O -1.18327 0.83985 -2.69309
H 3.13582 -1.46784 1.19879
H 3.06523 0.03224 0.45601
H 0.60815 -1.55895 1.37036
H 1.08546 0.14156 1.49494
H 1.00641 0.31366 -1.19235
H 0.03954 -1.22726 -0.92103
H -0.49508 1.41698 0.36924
H -2.86237 -0.13072 0.05188
H -1.80497 -0.42967 1.40947
H -2.05741 2.14475 -1.37879
```

Calculated values
- largest force on an atom (eV/Å) = 5.70
- HOMO level (hartree) = -0.343
- ΔE to the lowest compared entry with this formula, charge and spin (eV) = 3.295

***

The following is a DFT calculation (ωB97M-V with the def2-TZVPD basis set) of a molecular structure, C17H16BrCl4IN2O2OsS.

XYZ file:
```
45
Properties=species:S:1:pos:R:3
Os 0.85990 1.72286 0.01482
Cl 4.34002 5.68547 -4.11926
C 3.13276 5.00136 -3.17421
C 1.87479 5.72003 -3.00070
Cl 1.67036 7.20636 -3.76055
C 0.86501 5.20156 -2.22118
Cl -0.62761 5.98914 -1.97264
C 1.09411 3.98260 -1.59488
O 0.21073 3.43267 -0.77696
C 2.32369 3.25772 -1.79335
O 2.40694 2.09145 -1.17092
C 3.34421 3.77352 -2.57090
Cl 4.79240 2.88729 -2.74012
C -2.26523 0.10519 2.65750
N -1.16048 -0.85664 2.45531
C -1.60925 -2.23318 2.17149
C 0.10182 -0.46954 2.39425
S 0.41423 1.28389 2.19813
N 1.13921 -1.27587 2.55263
C 2.50223 -0.90487 2.14049
C 1.08365 -2.51941 3.34741
H -3.13785 -0.46100 2.96744
H -2.49338 0.63587 1.73453
H -2.02949 0.82056 3.43983
H -2.45865 -2.16021 1.49436
H -1.93197 -2.74360 3.07734
H -0.82805 -2.79923 1.67810
H 2.51540 -0.48391 1.14196
H 3.09789 -1.81273 2.11272
H 2.95468 -0.20034 2.83698
H 0.19180 -2.54591 3.96232
H 1.94578 -2.51805 4.01278
H 1.13290 -3.40120 2.71042
Br 0.90648 -2.46642 -0.86701
C -0.89439 -2.58093 -1.42479
C -1.49432 -3.82998 -1.48569
C -2.81101 -3.94129 -1.91405
C -3.53221 -2.81610 -2.28516
C -2.94366 -1.56082 -2.22829
C -1.63170 -1.46736 -1.79834
I -0.80688 0.46498 -1.86478
H -0.92304 -4.70938 -1.21673
H -3.27004 -4.91964 -1.96268
H -4.55388 -2.90621 -2.63202
H -3.49791 -0.67867 -2.52557
```

Calculated values
- largest force on an atom (eV/Å) = 0.84
- HOMO level (spin up / spin down) (hartree) = -0.523 / -0.535
- 2S+1 = 5
- charge = +2

***

The following is a DFT calculation (ωB97M-V with the def2-TZVPD basis set) of a molecular structure, C24H33Br2N9OPRuS.

XYZ file:
```
72
Properties=species:S:1:pos:R:3
Ru 0.21811 0.28431 -0.08925
C 0.46175 -2.80088 4.73361
C -0.61457 -1.99160 4.13509
N -1.78170 -1.75623 4.63174
N -2.42574 -0.96170 3.75885
C -1.66625 -0.67275 2.68383
S -2.09255 0.28191 1.38200
N -0.48639 -1.33610 2.91710
N 0.60967 -1.30878 2.06571
H 0.12928 -3.17858 5.69601
H 1.35713 -2.19657 4.88311
H 0.71857 -3.64632 4.09466
H -3.37039 -0.65295 3.94418
H 0.73777 -2.20676 1.59103
H 1.46009 -1.07463 2.57795
Br -2.97432 -0.21042 -4.14576
C -2.39472 1.47480 -3.55110
C -2.76007 2.65325 -4.17441
C -2.29322 3.86815 -3.69754
Br -2.85901 5.45956 -4.54820
C -1.39368 3.93356 -2.59131
C -0.85079 5.12089 -2.06575
C 0.05621 5.04189 -1.03580
C 0.41204 3.79030 -0.52831
N -0.11784 2.66447 -0.96110
C -1.00139 2.71842 -1.97204
C -1.52400 1.44204 -2.42376
O -1.19978 0.36432 -1.87890
H -3.42013 2.62211 -5.03026
H -1.12927 6.08222 -2.47435
H 0.49872 5.93253 -0.62099
H 1.15101 3.71048 0.25707
C 1.81165 -0.80407 -2.99753
P 2.37508 -0.07659 -1.41485
C 3.30614 1.38821 -2.01565
C 3.72626 -1.24622 -0.98149
H 2.65240 -0.95054 -3.67425
H 1.07961 -0.14098 -3.45984
H 1.32788 -1.76141 -2.80088
H 4.26983 1.06565 -2.40851
H 3.47021 2.11978 -1.22701
H 2.73358 1.85762 -2.81418
H 4.55483 -1.09646 -1.67380
H 3.36095 -2.26616 -1.09076
H 4.08037 -1.11115 0.04019
C -1.42763 -5.11451 -0.06575
C -1.76406 -4.05228 -1.12444
C -1.38745 -4.52805 -2.53359
C -3.25388 -3.69245 -1.03972
C -0.99135 -2.88099 -0.81341
N -0.32162 -1.99983 -0.50015
H -1.98291 -6.02270 -0.28140
H -1.71394 -4.77113 0.92552
H -0.36776 -5.35487 -0.06466
H -1.91827 -5.44813 -2.76143
H -0.32065 -4.72505 -2.60779
H -1.65979 -3.78210 -3.27584
H -3.84633 -4.58712 -1.21336
H -3.52054 -2.94706 -1.78472
H -3.50088 -3.30460 -0.05289
N 0.38625 3.96792 4.36085
C 1.06495 3.18910 3.51540
C 0.42530 2.34971 2.56039
N 1.12797 1.59207 1.74453
C 2.46199 1.63035 1.82224
C 3.08523 2.45032 2.75478
N 2.39996 3.20401 3.58275
H -0.61723 4.02459 4.35668
H 0.91029 4.53641 5.00721
H -0.65362 2.32669 2.47922
H 3.02153 1.00430 1.14081
H 4.16111 2.50678 2.82423
```

Calculated values
- largest force on an atom (eV/Å) = 1.25
- HOMO level (spin up / spin down) (hartree) = -0.468 / -0.500
- ΔE to the lowest compared entry with this formula, charge and spin (eV) = 0.308
- 2S+1 = 6
- charge = +2

***

The following is a DFT calculation (ωB97M-V with the def2-TZVPD basis set) of 2 unconnected molecules or ions with the total composition C6H12N2.

XYZ file:
```
20
Properties=species:S:1:pos:R:3
C 1.60050 -0.44788 -1.33204
C 0.13701 -0.71346 -1.12245
C -0.51590 -1.89081 -0.90223
N -1.84965 -1.61994 -1.06452
C -1.94692 -0.30489 -1.37823
N -0.78835 0.26832 -1.44189
H 1.70310 0.48856 -1.86279
H 2.00257 -1.26248 -1.94542
H 2.18433 -0.43193 -0.41302
H -0.10674 -2.73181 -0.36365
H -2.62710 -2.20206 -0.78687
H -2.90680 0.12187 -1.61263
C -0.11984 0.99160 2.21622
C 0.89163 1.68532 1.32366
H -0.01649 1.31112 3.26610
H -1.14489 1.17307 1.90646
H 0.07989 -0.07203 2.31330
H 0.80071 1.41899 0.27683
H 0.72601 2.76305 1.23228
H 1.89694 1.45540 1.69088
```

Calculated values
- largest force on an atom (eV/Å) = 1.23
- HOMO level (hartree) = -0.317
- ΔE to the lowest compared entry with this formula, charge and spin (eV) = 0.281

***

The following is a DFT calculation (ωB97M-V with the def2-TZVPD basis set) of a molecular structure, CClF3O2.

XYZ file:
```
7
Properties=species:S:1:pos:R:3
C -0.76527 -0.26918 0.28508
O 0.89871 0.36713 0.90518
O 1.90504 -0.39298 0.44570
F -0.87124 -1.35229 0.95863
F -0.69519 -0.56561 -1.02453
F -1.60569 0.67926 0.65429
Cl 2.67675 0.23282 -0.95112
```

Calculated values
- largest force on an atom (eV/Å) = 3.90
- HOMO level (hartree) = -0.377
- ΔE to the lowest compared entry with this formula, charge and spin (eV) = 1.199